The molecule C5H10FN. Source: the OMol25 dataset; level of theory: ωB97M-V/def2-TZVPD.

The geometry in XYZ format:
```
17
Properties=species:S:1:pos:R:3:nbo_charge:R:1
C -2.030 -0.155 -0.007 -0.643
C -0.595 -0.037 0.050 -0.012
C -0.251 1.300 -0.029 0.044
F 1.146 1.394 -0.063 -0.390
C 0.375 -0.623 1.069 -0.396
C 1.280 -1.122 -0.112 -0.214
N 0.148 -0.960 -0.952 -0.613
H -2.520 -0.172 -1.014 0.248
H -2.333 -1.287 0.248 0.227
H -2.558 0.309 0.875 0.230
H -0.604 1.768 0.913 0.186
H -0.492 1.803 -1.033 0.174
H 0.770 -0.045 1.914 0.216
H -0.201 -1.529 1.475 0.203
H 1.613 -2.150 0.141 0.186
H 2.198 -0.413 -0.355 0.199
H 0.097 -0.283 -1.752 0.357
```

Output
Lowest unoccupied orbital energy in eV: 1.0
Highest occupied orbital energy in eV: -9.11
ΔE to the lowest compared entry with this formula, charge and spin in eV: 2.9364
SMILES: C[C@@]1(CF)CCN1